1.
The following is a DFT calculation (ωB97M-V with the def2-TZVPD basis set) of C43H39AsN4S2Tl as an isolated structure.

Output
E_HOMO, eV: -10.16
Orbital gap, eV: 6.97
ΔE to the lowest compared entry with this formula, charge and spin, eV: 0.1766

The geometry in ORCA input format:
```
! wB97M-V def2-TZVPD RIJCOSX def2/J DEFGRID3
* xyz 1 1
Tl 0.204 -0.449 1.263
C -0.131 -2.170 -1.675
N -0.575 -2.368 -0.283
C -2.058 -2.291 -0.279
C -2.695 -2.050 1.076
N -2.427 -0.686 1.537
C -3.292 0.298 0.869
C -2.485 -0.487 2.961
C -3.333 -1.241 3.762
C -3.389 -1.028 5.129
C -2.592 -0.052 5.708
C -1.740 0.700 4.918
C -1.680 0.501 3.539
S -0.567 1.496 2.582
C -0.101 -3.636 0.266
C -0.060 -4.762 -0.557
C 0.383 -5.983 -0.086
C 0.806 -6.087 1.233
C 0.768 -4.981 2.055
C 0.304 -3.740 1.601
S 0.236 -2.435 2.779
H -0.676 -2.809 -2.374
H 0.932 -2.388 -1.756
H -0.324 -1.137 -1.964
H -2.454 -3.222 -0.702
H -2.331 -1.486 -0.965
H -2.308 -2.758 1.808
H -3.773 -2.230 0.974
H -4.342 0.129 1.134
H -3.193 0.226 -0.214
H -3.004 1.303 1.174
H -3.959 -2.003 3.316
H -4.058 -1.620 5.738
H -2.625 0.121 6.775
H -1.101 1.450 5.363
H -0.389 -4.692 -1.583
H 0.398 -6.842 -0.741
H 1.166 -7.031 1.619
H 1.099 -5.061 3.082
N 2.459 -0.076 2.648
C 3.544 -0.651 1.949
C 4.637 -1.197 2.562
C 5.706 -1.724 1.806
C 5.690 -1.651 0.445
C 4.563 -1.111 -0.221
C 4.503 -0.976 -1.626
C 3.384 -0.458 -2.206
C 2.284 -0.156 -1.385
N 2.291 -0.269 -0.077
C 3.453 -0.675 0.530
H 2.442 0.937 2.617
H 2.397 -0.387 3.609
H 4.693 -1.194 3.643
H 6.557 -2.148 2.321
H 6.528 -2.002 -0.143
H 5.356 -1.276 -2.223
H 3.302 -0.316 -3.273
H 1.361 0.158 -1.853
C -4.355 4.547 -0.582
C -4.313 3.648 -1.636
C -3.222 2.802 -1.789
C -2.172 2.855 -0.880
C -2.214 3.757 0.177
C -3.302 4.604 0.321
As -0.665 1.628 -1.032
C 0.803 2.885 -1.128
C 1.412 3.542 -0.070
C 2.486 4.383 -0.326
C 2.949 4.547 -1.627
C 2.347 3.878 -2.682
C 1.266 3.038 -2.438
C 0.536 2.248 -3.453
C 0.816 2.223 -4.816
C 0.058 1.426 -5.661
C -0.977 0.645 -5.160
C -1.259 0.657 -3.801
C -0.510 1.463 -2.955
H -5.205 5.205 -0.465
H -5.126 3.607 -2.349
H -3.197 2.117 -2.628
H -1.408 3.803 0.898
H -3.327 5.308 1.141
H 1.056 3.413 0.946
H 2.966 4.911 0.487
H 3.785 5.205 -1.820
H 2.719 4.020 -3.688
H 1.616 2.827 -5.224
H 0.275 1.415 -6.721
H -1.561 0.028 -5.829
H -2.063 0.040 -3.414
*
```

---

2.
The following is a DFT calculation (ωB97M-V with the def2-TZVPD basis set) of one molecule with the formula C3H5NO2S at a distorted geometry.

Output
E_HOMO, eV: -9.19
Orbital gap, eV: 8.71
SMILES: C/C(=N\O)OC=S
ΔE to the lowest compared entry with this formula, charge and spin, eV: 4.5528

The geometry in ORCA input format:
```
! wB97M-V def2-TZVPD RIJCOSX def2/J DEFGRID3
* xyz 0 1
C 1.428 -0.112 -0.649
C 0.094 0.102 0.005
C -2.234 -0.168 -0.439
H 0.945 -0.138 -1.689
H 2.039 0.889 -0.703
H 1.933 -1.084 -0.378
H -2.251 -0.377 0.674
H 1.285 0.063 2.684
N -0.084 0.456 1.281
O -0.967 -0.034 -0.903
O 1.382 0.486 1.615
S -3.570 -0.084 -1.499
*
```

---

3.
The following is a DFT calculation (ωB97M-V with the def2-TZVPD basis set) of C6H9N as an isolated structure at a distorted geometry.

Output
E_HOMO (spin up / spin down), eV: -8.16 / -7.96
Orbital gap (spin up / spin down), eV: 8.58 / 7.81
ΔE to the lowest compared entry with this formula, charge and spin, eV: 6.4169

The geometry in ORCA input format:
```
! wB97M-V def2-TZVPD RIJCOSX def2/J DEFGRID3
* xyz 0 1
C -1.431 -1.251 0.127
C 0.851 0.130 -0.420
C -0.332 -2.179 -1.251
C 0.990 1.603 0.020
C -0.233 -0.894 -0.518
C 0.068 2.102 1.131
N -1.542 -2.435 -0.398
H -2.157 -0.849 0.857
H 1.381 0.239 -1.331
H 1.435 -0.199 0.396
H -0.689 -2.246 -2.214
H 0.374 -3.057 -1.070
H 1.883 2.156 0.036
H 0.374 3.116 1.666
H -0.015 1.499 1.986
H -0.956 2.266 0.983
*
```